# 1
C20H40NP3PbSSe | ωB97M-V with the def2-TZVPD basis set

```
67
C20H40NP3PbSSe (ωB97M-V with the def2-TZVPD basis set)
Pb -1.71 0.21 -1.00
P 1.79 1.04 0.00
P -0.79 0.30 -3.80
P -0.85 -2.52 -0.59
H -1.67 -0.51 4.56
C -1.16 -1.42 4.22
C 0.16 -1.43 3.97
H 0.80 -0.57 4.20
C 1.90 2.65 0.75
C 2.93 0.92 -1.38
C 2.09 -0.25 1.20
C -2.16 -0.04 -4.97
C -0.15 1.90 -4.42
C 0.50 -0.87 -4.37
C -1.15 -3.14 1.10
C 0.81 -3.20 -0.98
C -1.95 -3.58 -1.59
H -1.76 -2.34 4.18
H 0.67 -2.35 3.65
H 1.75 2.60 1.84
H 1.14 3.32 0.34
H 2.90 3.06 0.53
H 2.38 0.96 -2.33
H 3.50 -0.01 -1.33
H 3.62 1.77 -1.33
H 1.37 -0.21 2.03
H 3.10 -0.12 1.61
H 2.02 -1.24 0.74
H -2.34 0.85 -5.58
H -3.06 -0.28 -4.40
H -1.89 -0.89 -5.62
H -0.69 2.18 -5.33
H 0.92 1.82 -4.63
H -0.32 2.67 -3.65
H 0.19 -1.33 -5.32
H 0.64 -1.66 -3.61
H 1.45 -0.33 -4.50
H -2.22 -3.35 1.24
H -0.84 -2.41 1.87
H -0.58 -4.06 1.24
H 0.75 -3.80 -1.90
H 1.15 -3.83 -0.15
H 1.52 -2.38 -1.13
H -2.46 -4.30 -0.94
H -1.36 -4.12 -2.34
H -2.72 -2.97 -2.09
C -4.50 -1.41 0.22
C -4.14 -0.79 1.43
C -4.22 -1.49 2.63
C -4.70 -2.81 2.64
C -5.10 -3.42 1.45
C -5.01 -2.72 0.24
Se -4.24 -0.54 -1.46
H 0.46 0.87 -0.54
H -3.77 0.24 1.42
H -3.91 -1.01 3.55
H -4.77 -3.35 3.59
H -5.48 -4.44 1.45
H -5.33 -3.18 -0.69
S -0.64 2.44 3.39
C -1.36 3.71 2.44
C -1.90 3.19 1.29
N -1.75 1.81 1.15
C -1.10 1.30 2.20
H -1.37 4.75 2.73
H -2.41 3.76 0.51
H -0.93 0.23 2.34
```

The calculation puts the total energy at -132131.19437 eV. The charge is +4. For the LUMO energy (alpha / beta), the calculation gives -0.581 / -0.579 Ha. For the largest force on an atom, the calculation gives 1.69 eV/Å.



# 2
C20H40O10S5 | ωB97M-V with the def2-TZVPD basis set

```
75
C20H40O10S5 (ωB97M-V with the def2-TZVPD basis set)
O 0.88 -6.20 1.19
S 1.82 -6.17 0.02
O 1.20 -6.63 -1.23
C 2.63 -4.56 -0.31
C 4.10 -5.01 -0.59
C 4.40 -6.48 -0.47
C 3.23 -7.17 0.28
H 2.71 -4.04 0.65
H 2.08 -3.94 -1.01
H 4.42 -4.68 -1.58
H 4.79 -4.47 0.05
H 5.38 -6.65 -0.01
H 4.60 -6.88 -1.46
H 3.45 -7.05 1.34
H 3.02 -8.23 0.13
O -5.49 2.56 -0.73
S -4.67 3.76 -0.73
O -3.97 4.18 -1.98
C -5.61 5.13 -0.27
C -4.72 6.11 0.48
C -4.02 5.30 1.58
C -3.47 4.00 0.78
H -6.31 4.74 0.47
H -6.13 5.38 -1.19
H -4.11 6.76 -0.15
H -5.38 6.89 0.86
H -4.55 5.09 2.50
H -3.24 5.98 1.94
H -3.50 3.05 1.31
H -2.43 4.11 0.48
O -1.38 1.25 0.89
S -0.19 0.38 0.71
O 1.06 0.69 1.39
C -0.66 -1.33 1.05
C 0.16 -2.19 0.03
C 0.90 -1.42 -1.05
C 0.22 0.04 -1.03
H -1.72 -1.47 0.87
H -0.44 -1.63 2.07
H 0.90 -2.81 0.54
H -0.60 -2.78 -0.48
H 1.12 -2.06 -1.91
H 1.96 -1.28 -0.83
H -0.68 -0.03 -1.64
H 0.88 0.80 -1.43
O 1.76 -0.09 -4.15
S 2.90 -0.86 -4.60
O 3.29 -2.04 -3.79
C 2.92 -1.33 -6.39
C 4.58 -1.35 -6.72
C 5.16 -0.08 -6.17
C 4.39 0.23 -4.80
H 2.52 -0.44 -6.86
H 2.36 -2.25 -6.54
H 5.11 -2.18 -6.24
H 4.87 -1.32 -7.77
H 4.97 0.70 -6.91
H 6.25 0.01 -6.14
H 4.11 1.29 -4.74
H 5.10 0.12 -3.99
O -4.59 0.51 5.25
S -4.06 1.82 4.94
O -4.81 2.72 4.09
C -3.77 2.82 6.45
C -2.61 3.69 6.28
C -1.54 2.66 5.76
C -2.26 1.90 4.61
H -3.62 2.10 7.26
H -4.80 3.10 6.68
H -2.64 4.52 5.58
H -2.23 4.13 7.20
H -1.04 2.06 6.53
H -0.88 3.42 5.35
H -2.02 0.84 4.71
H -2.05 2.27 3.61
```

The calculation puts the total energy at -96033.98291 eV. The charge is 0. For the LUMO energy, the calculation gives 0.015 Ha. For the largest force on an atom, the calculation gives 4.74 eV/Å. As for the SMILES: O=S1(=O)CCCC1.O=S1(=O)CCCC1.O=S1(=O)CCCC1.O=S1(=O)CCCC1.O=S1(=O)CCCC1.



# 3
C20H40P2SiTc | ωB97M-V with the def2-TZVPD basis set

```
64
C20H40P2SiTc (ωB97M-V with the def2-TZVPD basis set)
P -2.43 1.95 -2.18
P -2.60 -1.00 -0.37
C -3.64 0.58 -2.63
C -4.01 -0.13 -1.28
H -3.16 -0.09 -3.33
H -4.49 1.05 -3.12
H -4.50 0.51 -0.55
H -4.61 -1.02 -1.42
C -2.73 -2.57 -1.23
H -2.17 -3.35 -0.71
H -2.56 -2.56 -2.30
H -3.78 -2.78 -1.08
C -3.50 -1.64 1.05
H -4.29 -2.22 0.58
H -4.01 -0.92 1.68
H -2.92 -2.36 1.63
C -1.65 2.57 -3.64
H -0.74 3.08 -3.32
H -2.35 3.24 -4.14
H -1.38 1.73 -4.28
C -3.37 3.28 -1.39
H -3.85 2.92 -0.49
H -4.10 3.66 -2.10
H -2.64 4.05 -1.12
Tc -1.39 0.59 -0.91
C 0.76 -1.13 1.76
C 1.18 -1.77 0.62
C 0.50 -2.62 -0.45
C 0.26 -2.03 -1.91
C -0.10 -0.61 -2.19
C -1.39 1.24 1.13
C -1.43 0.37 2.37
C -0.60 -0.98 2.44
C 1.96 2.69 -0.48
H 1.47 -0.37 2.14
H 2.13 -1.36 0.26
H -0.41 -3.09 -0.08
H 1.15 -3.50 -0.62
H 1.15 -2.28 -2.53
H -0.57 -2.58 -2.35
H 0.33 -0.27 -3.17
H -1.37 2.30 1.41
H -2.50 0.12 2.54
H -1.17 1.07 3.21
H -0.49 -1.09 3.53
H -1.22 -1.85 2.18
H 2.01 3.58 0.16
H 0.94 2.64 -0.90
H 2.67 2.84 -1.31
C 5.05 1.31 3.10
Si 4.52 0.09 1.75
C 5.99 -0.20 0.60
C 4.13 -1.54 2.62
C 3.04 0.71 0.87
C 2.32 1.51 0.25
H 6.15 1.23 3.25
H 4.56 1.05 4.05
H 4.81 2.35 2.85
H 6.92 0.01 1.15
H 6.00 -1.25 0.28
H 5.97 0.43 -0.29
H 3.24 -1.42 3.26
H 3.93 -2.33 1.89
H 4.97 -1.85 3.26
```

The calculation puts the total energy at -50017.91549 eV. The charge is +2. For the LUMO energy (alpha / beta), the calculation gives -0.318 / -0.315 Ha. For the largest force on an atom, the calculation gives 10.37 eV/Å. The multiplicity is 4.



# 4
C20H41BaN3S2Si2 | ωB97M-V with the def2-TZVPD basis set

```
69
C20H41BaN3S2Si2 (ωB97M-V with the def2-TZVPD basis set)
Ba -0.12 0.26 -1.00
S -0.49 -2.50 -2.43
S -0.44 3.12 -2.29
C 0.70 -3.51 -1.51
C 0.46 -2.21 -3.98
C 1.22 -0.89 -4.08
N 0.37 0.29 -3.87
C 1.13 1.53 -4.07
C 0.27 2.79 -3.96
H -0.28 -2.27 -4.79
H 1.18 -3.03 -4.07
H 1.70 -0.86 -5.08
H 2.02 -0.84 -3.32
H 1.61 1.55 -5.07
H 1.92 1.54 -3.31
H -0.58 2.73 -4.66
H 0.89 3.65 -4.22
C 1.00 3.89 -1.49
H -0.42 0.26 -4.52
H 1.91 3.30 -1.65
H 0.81 3.98 -0.41
H 1.13 4.89 -1.90
H 0.30 -3.65 -0.50
H 1.68 -3.01 -1.44
H 0.81 -4.49 -1.98
C -2.97 0.18 -1.71
C -2.58 0.20 -2.99
H -3.09 1.09 -1.11
H -3.27 -0.76 -1.21
H -2.45 1.14 -3.55
H -2.52 -0.72 -3.60
C 3.38 -0.64 1.76
Si 1.91 -1.69 2.22
C 2.37 -3.43 1.74
C 1.50 -1.50 4.04
N 0.50 -1.14 1.34
C -0.78 -1.38 1.63
C -1.32 -2.62 2.07
C -2.66 -2.75 2.46
C -3.57 -1.72 2.19
C -3.17 -0.56 1.54
C -1.79 -0.25 1.44
N -1.37 0.99 1.16
Si -0.78 2.22 2.23
C -1.51 1.77 3.89
C 1.08 2.25 2.18
C -1.37 3.92 1.73
H 4.19 -0.88 2.46
H 3.21 0.44 1.80
H 3.72 -0.90 0.75
H 3.12 -3.81 2.46
H 1.52 -4.12 1.75
H 2.82 -3.44 0.74
H 1.24 -0.46 4.29
H 0.65 -2.13 4.33
H 2.38 -1.79 4.63
H -0.61 -3.47 2.17
H -2.98 -3.65 2.98
H -4.62 -1.82 2.47
H -3.86 0.21 1.19
H -1.36 0.70 4.11
H -1.09 2.36 4.71
H -2.60 1.94 3.86
H 1.48 2.44 1.17
H 1.44 3.08 2.81
H 1.54 1.34 2.57
H -1.06 4.20 0.71
H -2.47 3.96 1.78
H -0.97 4.66 2.43
```

The calculation puts the total energy at -63997.01255 eV. The charge is 0. For the LUMO energy, the calculation gives -0.017 Ha. For the largest force on an atom, the calculation gives 3.00 eV/Å.